Version a
DFT (ωB97M-V with the def2-TZVPD basis set) results for a structure of composition C8H16Br2FN3O2S2V.

Structure (XYZ):
```
35
C8H16Br2FN3O2S2V (ωB97M-V with the def2-TZVPD basis set)
V -0.348 -0.850 0.510
C 1.141 1.770 0.877
C 1.909 0.921 -0.134
N 0.960 0.041 -0.832
C 0.277 0.609 -2.014
C -0.906 1.495 -1.654
S -1.970 0.715 -0.374
C -1.936 1.977 0.948
C -0.983 1.600 2.081
N 0.190 0.878 1.559
H 0.586 2.562 0.372
H 1.842 2.241 1.576
H 2.619 0.275 0.396
H 2.472 1.564 -0.821
H 1.517 -0.730 -1.213
H -0.072 -0.229 -2.626
H 0.976 1.197 -2.623
H -1.544 1.640 -2.530
H -0.595 2.478 -1.305
H -2.960 2.039 1.325
H -1.688 2.935 0.488
H -1.506 0.953 2.786
H -0.676 2.505 2.624
H 0.670 0.499 2.379
Br 1.688 -2.148 2.301
C 2.162 -3.749 1.315
Br 2.334 -3.274 -0.535
H 1.352 -4.469 1.417
H 3.115 -4.134 1.681
O -0.569 -1.948 -0.605
O -0.648 -2.564 -1.792
S -2.155 -3.255 -2.206
C -2.834 -1.749 -2.569
N -3.153 -0.658 -2.723
F -1.268 -1.140 1.920
```

Summary:
Charge = +2
Spin multiplicity = 2
Frontier orbital gap (spin up / spin down) = 8.49 / 8.89 eV


Version b
DFT (ωB97M-V with the def2-TZVPD basis set) results for a structure of composition C8H16Br2FN3O2S2V.

Structure (XYZ):
```
35
C8H16Br2FN3O2S2V (ωB97M-V with the def2-TZVPD basis set)
V 0.174 -0.037 -0.110
C 2.759 -1.613 -0.006
C 2.835 -0.879 1.319
N 1.727 0.122 1.410
C 1.098 0.129 2.769
C 0.188 -1.071 2.975
S -1.000 -1.240 1.595
C -0.641 -2.884 0.906
C 0.813 -3.042 0.503
N 1.326 -1.879 -0.288
H 3.335 -2.539 0.027
H 3.163 -1.012 -0.819
H 3.801 -0.392 1.444
H 2.726 -1.573 2.150
H 2.128 1.052 1.282
H 0.529 1.048 2.864
H 1.876 0.136 3.535
H -0.406 -0.928 3.878
H 0.731 -2.010 3.070
H -1.321 -2.969 0.059
H -0.927 -3.634 1.644
H 0.937 -3.960 -0.073
H 1.440 -3.144 1.386
H 1.223 -2.107 -1.276
Br 1.681 0.923 -2.087
C 0.403 1.457 -3.528
Br -1.237 2.081 -2.827
H 0.270 0.561 -4.119
H 0.932 2.246 -4.049
O -0.270 1.528 0.603
O -1.676 1.877 0.460
S -2.112 2.919 1.662
C -2.186 1.774 2.915
N -2.131 0.945 3.713
F -0.866 -0.857 -1.232
```

Summary:
Charge = +2
Spin multiplicity = 2
Frontier orbital gap (spin up / spin down) = 7.42 / 8.02 eV


The structure with the greatest stability is version b.


Version a
DFT (ωB97M-V with the def2-TZVPD basis set) results for the ion C7H11N2 with charge +1.

Structure (XYZ):
```
20
C7H11N2 (ωB97M-V with the def2-TZVPD basis set)
C 2.063 1.988 0.105
C 1.840 0.662 -0.056
C 2.760 -0.447 0.042
N 2.203 -1.597 -0.060
C 0.892 -1.325 -0.248
C 0.567 0.008 -0.250
C -0.667 0.583 -0.565
N -1.729 0.227 0.424
C -3.010 -0.239 0.067
H 1.192 2.670 0.296
H 3.031 2.474 0.180
H 3.814 -0.256 0.071
H 2.593 -2.581 0.050
H 0.185 -2.078 -0.489
H -0.497 1.636 -0.906
H -0.909 0.096 -1.543
H -1.535 0.674 1.274
H -2.975 -1.307 0.276
H -3.851 0.162 0.802
H -3.378 -0.107 -0.878
```

Summary:
Charge = +1
Spin multiplicity = 1
Frontier orbital gap = 5.80 eV
SMILES = C=C1C=[NH+]C=C1CNC


Version b
DFT (ωB97M-V with the def2-TZVPD basis set) results for the ion C7H11N2 with charge +1.

Structure (XYZ):
```
20
C7H11N2 (ωB97M-V with the def2-TZVPD basis set)
C 0.600 0.534 1.914
N 1.614 -0.198 1.959
C 1.897 -1.018 0.807
C 0.512 -0.561 -0.169
C 0.278 -0.103 -1.577
C -1.072 0.672 -1.464
C -1.165 1.243 -0.024
C -0.285 0.291 0.678
N -0.663 -1.161 0.453
H 0.360 1.240 2.748
H 1.797 -2.191 1.086
H 2.805 -0.627 0.378
H 0.307 -0.760 -2.467
H 1.136 0.606 -1.955
H -1.774 0.016 -1.868
H -1.192 1.616 -2.189
H -0.827 2.317 0.258
H -2.193 1.217 0.160
H -0.575 -1.812 1.217
H -1.561 -1.320 0.056
```

Summary:
Charge = +1
Spin multiplicity = 1
Frontier orbital gap = 10.72 eV
SMILES = C1=NC[C@]23CCC[C@]12[NH2+]3


Version c
DFT (ωB97M-V with the def2-TZVPD basis set) results for the ion C7H11N2 with charge +1.

Structure (XYZ):
```
20
C7H11N2 (ωB97M-V with the def2-TZVPD basis set)
C -2.797 0.404 0.180
C -1.766 1.328 0.154
C -2.313 -0.883 0.124
C -0.717 0.528 -0.068
C 1.359 -1.019 0.155
C 0.113 -1.793 -0.303
C 1.348 0.385 -0.524
N -0.993 -0.782 -0.177
N 2.102 1.463 0.140
H -3.794 0.677 0.452
H -1.803 2.419 0.408
H -2.753 -1.771 0.119
H 1.457 -0.845 1.242
H 2.347 -1.356 -0.068
H 0.137 -1.961 -1.398
H -0.276 -2.617 0.095
H 1.567 0.479 -1.595
H 3.152 1.441 -0.034
H 2.001 1.625 1.227
H 1.630 2.277 -0.129
```

Summary:
Charge = +1
Spin multiplicity = 1
Frontier orbital gap = 8.01 eV


The structure with the greatest stability is version a.


Version a
DFT (ωB97M-V with the def2-TZVPD basis set) results for the molecule C9H9NOS.

Structure (XYZ):
```
21
C9H9NOS (ωB97M-V with the def2-TZVPD basis set)
C 1.229 -2.068 -1.903
C 0.429 -2.992 -1.545
C -1.350 1.402 -0.755
C -1.185 1.596 1.821
C -0.308 0.929 -1.445
C -0.165 1.279 2.595
C 1.550 -0.657 -1.148
C -1.373 0.744 0.596
C -0.171 -0.153 0.521
N 0.449 0.049 -0.679
O 0.403 -1.271 2.874
S 0.822 -0.153 2.025
H 1.888 -2.156 -2.750
H -0.292 -3.118 -0.767
H -2.085 2.104 -1.096
H -1.901 2.377 2.032
H 0.002 1.164 -2.447
H 0.091 1.734 3.534
H 2.189 -0.942 -0.309
H 2.102 -0.062 -1.875
H -2.323 0.195 0.722
```

Summary:
Charge = 0
Spin multiplicity = 1
Frontier orbital gap (spin up / spin down) = 6.79 / 8.56 eV


Version b
DFT (ωB97M-V with the def2-TZVPD basis set) results for a structure of composition C9H9NOS.

Structure (XYZ):
```
21
C9H9NOS (ωB97M-V with the def2-TZVPD basis set)
C 1.032 -1.499 1.937
C 1.972 -0.496 1.751
C 0.032 -1.702 1.002
C 1.956 0.262 0.592
C -0.038 -0.909 -0.134
C 0.961 0.042 -0.344
C -1.270 1.560 -0.849
C -1.229 -0.919 -1.044
C -2.069 0.357 -0.778
N -1.034 2.700 -0.577
O 1.260 2.434 -1.466
S 0.853 1.031 -1.845
H 1.059 -2.114 2.826
H 2.722 -0.315 2.506
H -0.712 -2.472 1.152
H 2.687 1.035 0.412
H -0.918 -0.921 -2.091
H -1.847 -1.801 -0.863
H -2.521 0.298 0.219
H -2.880 0.430 -1.509
H -0.017 2.999 -0.896
```

Summary:
Charge = 0
Spin multiplicity = 1
Frontier orbital gap = 8.63 eV


The structure with the greatest stability is version b.


Version a
DFT (ωB97M-V with the def2-TZVPD basis set) results for a cluster of 2 separate species, C5H10N3O in total.

Structure (XYZ):
```
19
C5H10N3O (ωB97M-V with the def2-TZVPD basis set)
C 0.843 2.273 0.584
C 0.834 0.180 0.153
C 0.323 -1.879 -1.264
C 1.289 -1.143 -0.378
C -2.397 0.176 0.216
N -0.416 1.922 0.549
N -0.464 0.642 0.235
N 1.643 1.244 0.389
O -2.469 -0.139 1.440
H 1.129 3.336 0.796
H -0.348 -2.327 -0.646
H 0.924 -2.638 -1.618
H 0.026 -1.261 -2.033
H 2.250 -1.114 -0.878
H 1.644 -1.720 0.395
H -2.272 -0.618 -0.466
H -2.600 1.265 0.106
H 2.623 1.363 0.216
H -2.562 0.439 2.203
```

Summary:
Charge = +1
Spin multiplicity = 1
Frontier orbital gap = 10.50 eV


Version b
DFT (ωB97M-V with the def2-TZVPD basis set) results for the ion C5H10N3O with charge +1.

Structure (XYZ):
```
19
C5H10N3O (ωB97M-V with the def2-TZVPD basis set)
C 1.705 1.314 1.021
C 0.440 0.716 0.481
O -0.437 1.826 0.351
N -0.061 -0.106 1.506
C -0.942 -0.937 1.317
C -1.458 -0.991 -0.123
C -0.372 -0.887 -1.136
N -0.375 -1.554 -2.265
N 0.448 0.070 -0.795
H 1.970 2.258 0.643
H 2.536 0.677 1.054
H 1.433 1.647 1.999
H -0.053 2.744 0.638
H -1.444 -1.494 2.152
H -2.220 -1.770 -0.231
H -1.945 -0.059 0.008
H -0.812 -2.401 -2.301
H 0.443 -1.324 -2.866
H 1.145 0.272 -1.453
```

Summary:
Charge = +1
Spin multiplicity = 1
Frontier orbital gap = 10.41 eV
SMILES = C[C@]1(O)N=CCC(=[NH2+])N1


Version c
DFT (ωB97M-V with the def2-TZVPD basis set) results for the ion C5H10N3O with charge +1.

Structure (XYZ):
```
19
C5H10N3O (ωB97M-V with the def2-TZVPD basis set)
C -1.935 -0.352 -0.529
C -0.921 0.196 0.482
C -0.169 -1.086 1.051
O 0.552 -1.772 0.024
C 1.444 -1.122 -0.664
N 2.291 -0.191 -0.194
N 2.297 0.879 0.347
C 1.031 1.729 0.103
N -0.066 1.046 -0.351
H -2.471 -1.213 -0.104
H -1.510 -0.503 -1.538
H -2.735 0.371 -0.681
H -1.511 0.629 1.255
H 0.617 -0.908 1.933
H -0.953 -1.703 1.478
H 1.681 -1.564 -1.582
H 1.048 2.356 1.000
H 1.400 2.322 -0.740
H -0.089 0.887 -1.288
```

Summary:
Charge = +1
Spin multiplicity = 1
Frontier orbital gap = 9.10 eV
SMILES = C[C@H]1COC=[N+]=NCN1


Version d
DFT (ωB97M-V with the def2-TZVPD basis set) results for the ion C5H10N3O with charge +1.

Structure (XYZ):
```
19
C5H10N3O (ωB97M-V with the def2-TZVPD basis set)
C -2.608 -1.503 0.056
O -2.076 -0.252 0.312
C -0.802 0.157 0.261
N 0.333 -0.753 0.128
N 1.516 -0.046 0.074
C 2.668 -0.807 -0.208
C 1.199 1.253 0.006
C -0.164 1.432 0.156
N -0.787 2.559 -0.070
H -2.438 -1.836 -1.053
H -3.763 -1.356 0.239
H -2.123 -2.226 0.849
H 0.389 -1.638 0.502
H 2.488 -1.898 -0.376
H 3.010 -0.402 -1.193
H 3.623 -0.790 0.481
H 1.823 2.134 -0.014
H -0.449 3.545 -0.010
H -1.838 2.426 -0.138
```

Summary:
Charge = +1
Spin multiplicity = 1
Frontier orbital gap = 8.40 eV
SMILES = COc1[nH][n+](C)cc1N


The structure with the greatest stability is version b.